Computed, not measured: a molecular structure, C24H52N2O2P2RuS at a distorted geometry, with the ωB97M-V functional and the def2-TZVPD basis.

<S²>: 6.03
LUMO (alpha / beta): -13.5808 / -17.2596 eV
electronic energy: -64755.770 eV
frontier orbital gap (alpha / beta): 7.098 / 3.941 eV
spin multiplicity: 5
charge: +4

Last column: Mulliken spin population.
Positions of all 84 atoms, in Å:
Ru -0.0407 0.1595 -0.1818  1.6376
S 1.8582 -0.3309 1.5504  0.9130
P -0.1357 -0.8980 -2.6869  0.1600
P -0.6951 1.6544 1.4762  0.0294
O -0.2782 -2.7396 0.6225  0.0709
O 2.5829 1.2253 -1.2293  0.0386
N 3.1867 -1.7133 3.3604  0.1059
N 0.9098 -2.0975 3.4387  0.0106
C -0.5531 0.3348 -4.0284  0.0229
C -1.7949 -0.2709 3.1915  -0.0201
C 0.9693 -2.9380 4.6345  0.0002
C -1.3302 -2.2554 -3.2323  0.1120
C 3.4200 -2.3184 4.6734  -0.0018
C 1.1142 2.1613 3.6378  0.0365
C 2.1517 -2.5832 -2.4280  0.0166
C -0.2217 -1.6212 0.2639  0.1020
C 0.4346 2.8298 2.4419  -0.0033
C -2.2196 2.1402 3.8391  0.0041
C 1.5437 0.8349 -0.8519  0.0995
C -1.2663 -3.4938 -2.3416  0.0180
C -0.8836 2.9576 -0.8723  0.1061
C -1.5570 3.0170 0.4948  0.0030
C -2.0207 1.1510 2.6847  -0.0406
C -2.0199 0.7543 -3.9338  0.0116
C 2.3879 -3.4035 4.9094  0.0084
C 1.6017 -1.4068 -3.2412  0.1207
C -1.2824 -2.6569 -4.7118  0.0290
C -3.0857 2.8959 0.4063  -0.0085
C 1.8095 -1.6474 -4.7390  0.0300
C 1.9603 -1.4890 2.8722  0.0121
C 0.4025 1.5259 -4.0327  0.0399
C 1.4530 3.5349 1.5402  0.0024
H 2.8918 -1.7275 -4.9182  0.0362
H -0.8657 -0.3574 3.7712  0.0068
H -2.7052 -0.0841 -4.1100  0.0070
H 0.3131 -3.7988 4.4715  0.0023
H 0.5724 -2.3759 5.4923  0.0026
H -2.1799 -3.2498 -4.9376  0.0379
H -3.4610 3.6469 -0.3044  0.0001
H -2.2473 1.1845 -2.9488  0.0067
H 0.2865 2.1306 -3.1230  -0.0051
H -3.0938 1.8294 4.4275  0.0061
H 0.1224 3.3981 -0.8657  -0.0125
H -0.4168 -0.1938 -4.9832  -0.0116
H -2.4729 3.7084 -3.6430  0.0002
H 3.9285 -1.1808 2.9207  -0.0090
H 1.9857 2.8259 0.8873  0.0022
H -2.4088 3.1633 3.4932  -0.0008
H 0.4871 1.4338 4.1668  0.0002
H -1.3569 2.1620 4.5139  -0.0003
H 3.2188 -2.6968 -2.6779  0.0208
H 4.4330 -2.7233 4.6496  0.0035
H -1.9007 -4.2768 -2.7748  0.0277
H 1.6489 -3.5289 -2.6757  0.0167
H 2.0806 -2.4101 -1.3444  -0.0002
H -2.2267 1.5216 -4.6917  0.0000
H -2.6278 -0.5736 3.8436  0.0005
H 2.2023 4.0261 2.1781  0.0002
H -2.9458 1.1375 2.0875  -0.0063
H 0.0240 -2.0330 2.9472  -0.0035
H -0.2481 -3.8880 -2.2510  0.0276
H -1.4893 3.4832 -1.6135  0.0169
H 1.3527 -2.5879 -5.0658  0.0266
H 1.4083 2.9302 4.3702  0.0062
H -1.3167 3.9687 0.9966  -0.0062
H 3.3728 -1.5382 5.4529  0.0138
H 2.0258 1.6451 3.3104  0.0085
H -2.6570 4.0159 -2.9833  -0.0004
H 0.1622 2.1641 -4.8954  0.0007
H 2.6114 -4.2435 4.2488  -0.0004
H -1.6412 -3.2831 -1.3356  0.0016
H 2.1875 -0.5115 -2.9708  0.0662
H -3.5757 3.0859 1.3717  -0.0001
H -1.7488 -0.9808 2.3551  0.0037
H -1.2940 -1.8108 -5.4073  0.0072
H -3.3906 1.9042 0.0404  0.0092
H -0.2718 3.5994 2.8134  0.0041
H 2.4562 -3.7558 5.9396  -0.0001
H 1.4418 -0.8287 -5.3674  0.0016
H -0.7998 1.8859 -1.1990  -0.0759
H -0.4150 -3.2886 -4.9365  0.0313
H -2.3024 -1.7691 -3.0497  0.0641
H 0.9911 4.3098 0.9154  -0.0011
H 1.4538 1.2228 -4.1179  -0.0003

Computed, not measured: a molecular structure, C47H57BaBrClN6O2P3Te at a distorted geometry, with the ωB97M-V functional and the def2-TZVPD basis.

relative energy (zero: lowest compared OMol25 entry of this formula, charge and spin): 0.5218 eV
LUMO: -1.0217 eV
electronic energy: -181119.876 eV
frontier orbital gap: 4.620 eV
charge: 0

Last column: Löwdin charge in e.
Positions of all 119 atoms, in Å:
Ba -0.3572 0.0538 0.0274  1.2650
Te -4.5608 -1.5615 1.0309  1.1939
Br 1.4207 2.1383 0.9428  -0.2370
Cl 5.7819 -0.7537 1.4755  0.6780
P -2.0036 -0.7295 2.6024  0.7231
P -3.1168 1.2410 0.5294  0.7408
P 0.4205 2.3795 -2.5550  0.8776
O 1.9159 -2.8784 -2.1888  0.0016
O 0.8211 -1.0451 -1.4545  -0.4769
N 1.4203 -6.9363 -1.9553  0.1018
N -9.1615 0.0326 1.6801  0.0482
N 3.4486 -6.3923 -2.8713  0.2131
N 1.9141 -1.5929 1.5102  0.0385
N 1.5241 -5.8777 -4.0110  0.2234
N -1.3246 -2.4534 -0.6255  -0.0493
C -0.1154 4.1337 -2.4841  -0.4367
C 3.0083 -3.3209 2.7494  -0.0602
C -0.2053 -4.4874 -1.6883  -0.1801
C -1.9162 5.1027 1.1866  -0.0751
C -2.6387 -1.9510 3.8301  -0.4268
C -2.6299 -4.2176 4.6884  -0.0975
C 4.2737 -1.5578 1.7906  -0.6364
C -1.9650 1.5196 4.3380  -0.1040
C -4.6656 1.4907 -0.4502  -0.4034
C -6.9877 1.7336 -2.0135  -0.0911
C -4.0458 -2.5560 5.6964  -0.0769
C -2.1704 -3.2571 3.7883  -0.1308
C -3.6920 3.3385 2.3861  -0.1314
C -6.8302 0.0429 2.3154  -0.1436
C -2.6716 5.5165 2.2753  -0.0886
C -8.1478 0.4646 2.4423  -0.1582
C 3.0988 -1.0088 1.2998  -0.1703
C -6.5326 -0.8892 1.3336  -0.5548
C -8.8503 -0.8700 0.7444  -0.1664
C -5.8325 1.1854 -2.5586  -0.0910
C -3.5761 -1.6053 4.8005  -0.0900
C 0.9915 -2.3131 -1.5979  -0.6213
C -0.0868 -3.2008 -0.8935  -0.3036
C -2.0525 3.8060 0.6997  -0.1139
C 1.8751 -2.7241 2.2235  -0.1564
C -1.3694 2.4161 5.2146  -0.0740
C -1.2300 0.4900 3.7577  -0.3751
C -5.8304 2.0484 0.0761  -0.0955
C -0.0203 2.2900 5.5279  -0.0857
C 2.9367 1.1834 -2.5894  -0.1583
C -6.9843 2.1629 -0.6904  -0.0796
C -3.5557 0.0931 1.9487  -0.9237
C 0.1223 0.3732 4.0774  -0.1234
C -4.6876 1.0634 -1.7758  -0.1289
C -0.5024 -5.7767 -0.9427  -0.1614
C 2.2427 2.5456 -2.5696  -0.4478
C -7.5660 -1.3566 0.5312  -0.1432
C -2.9451 2.9133 1.2871  -0.3671
C -0.0607 -6.9623 -1.7897  -0.1353
C -3.5643 4.6316 2.8757  -0.0846
C -3.5754 -3.8670 5.6412  -0.0961
C 0.4027 5.0669 -3.5791  -0.1534
C 0.7244 1.2620 4.9624  -0.0867
C 4.2405 -2.7236 2.5247  -0.0954
C 2.1149 -6.3904 -2.9347  -0.4508
C 0.0764 1.9223 -4.3172  -0.4167
C -0.3050 0.4423 -4.4828  -0.1678
H 3.9144 -6.7189 -2.0427  0.1273
H -7.8817 2.5833 -0.2513  0.1052
H -1.5515 -5.8903 -0.6628  0.1249
H -4.1540 4.9478 3.7300  0.1010
H -4.3780 2.6401 2.8561  0.0848
H 1.9566 -7.2380 -1.1582  0.1599
H -5.8232 0.8495 -3.5895  0.0962
H 2.0826 -5.3563 -4.6671  0.1379
H -3.0141 1.6125 4.0881  0.0686
H 1.4928 5.1526 -3.5557  0.0616
H 2.6332 0.5787 -3.4513  0.0638
H -0.9353 -4.3554 -2.5038  0.1385
H -1.4326 3.4789 -0.1275  0.0454
H -0.3369 0.1529 -5.5377  0.0635
H -2.5581 6.5227 2.6633  0.0981
H -1.9555 3.2215 5.6439  0.1008
H -4.7817 -2.2762 6.4411  0.1014
H 0.3597 -3.4398 0.0781  0.1257
H 0.5740 -5.5578 -3.9266  0.1083
H -0.5181 -6.9626 -2.7788  0.1225
H -1.2034 5.7797 0.7285  0.1018
H -5.8467 2.3886 1.1054  0.0931
H -8.4012 1.1976 3.2020  0.1003
H -9.6665 -1.2175 0.1186  0.0977
H 0.1986 4.4869 -1.4954  0.0636
H -1.2948 0.2492 -4.0562  0.0584
H 0.4510 2.9991 6.1994  0.0989
H 3.9743 -5.7602 -3.4510  0.1322
H 5.1579 -3.1430 2.9210  0.1084
H 4.0221 1.2997 -2.6345  0.0698
H 0.7849 -4.5514 -2.1209  0.0599
H -1.4400 -3.5277 3.0299  0.0714
H 0.7187 -0.4034 3.6077  0.0737
H 2.9265 -4.2236 3.3422  0.1038
H -2.2575 -5.2346 4.6400  0.0936
H -1.2095 4.1306 -2.4595  0.0707
H -0.3095 -7.9189 -1.3401  0.1239
H 0.8873 -3.1412 2.4083  0.0923
H -3.9504 -0.5862 4.8350  0.1011
H -3.7910 0.6256 -2.2005  0.0820
H 1.7822 1.1731 5.1834  0.1017
H 0.3957 -0.2238 -3.9725  0.0408
H 2.6896 0.6109 -1.6965  0.0240
H -6.0364 0.4480 2.9367  0.0776
H -7.8854 1.8233 -2.6137  0.0988
H 3.1012 -0.0690 0.7521  0.0373
H -0.0030 6.0762 -3.4601  0.0676
H 2.5498 3.1527 -3.4240  0.0672
H -1.8629 -2.3230 -1.4793  0.0864
H -7.3885 -2.0658 -0.2711  0.0885
H -1.9305 -2.9344 0.0291  0.0348
H -3.9455 -4.6080 6.3399  0.0972
H 0.9439 2.1583 -4.9386  0.0757
H 2.5014 3.0885 -1.6587  0.0385
H -0.7388 2.5593 -4.6672  0.0687
H 0.0738 -5.7989 -0.0089  0.1217
H 0.1192 4.7193 -4.5769  0.0581

Computed, not measured: a single C10H14O4 molecule at a distorted geometry, with the ωB97M-V functional and the def2-TZVPD basis.

relative energy (zero: lowest compared OMol25 entry of this formula, charge and spin): 1.8224 eV
SMILES: COc1ccccc1OC[C@@H](O)CO
LUMO: 0.7370 eV
electronic energy: -18784.725 eV
frontier orbital gap: 9.829 eV
charge: 0

Last column: natural (NBO) charge in e.
Positions of all 28 atoms, in Å:
O -3.7529 0.7058 -0.3012  -0.7277
O -1.5665 -2.0718 -0.3007  -0.7355
O 1.6012 1.8189 -0.7227  -0.5167
O -0.3963 0.4070 1.0264  -0.5297
C 1.5076 2.7784 0.3441  -0.2554
C -2.5511 -1.1587 -0.7416  -0.0677
C 1.6870 0.5187 -0.2887  0.2350
C -2.6651 0.0387 0.2432  0.0502
C 0.7893 -0.1722 0.5402  0.2124
C 2.9691 -1.5266 -0.3505  -0.2172
C 0.9565 -1.4642 0.8794  -0.2654
C 2.1017 -2.1885 0.4452  -0.2178
C 2.7805 -0.1908 -0.7502  -0.2229
C -1.3537 0.8546 0.1529  -0.0880
H -4.3087 1.2584 0.3415  0.4847
H 0.5919 2.5100 0.9555  0.1950
H 2.1196 -3.2552 0.7345  0.2293
H -3.5000 -1.6767 -0.8597  0.1892
H 0.2336 -1.9464 1.5471  0.2500
H -0.6897 -1.6462 -0.2881  0.4758
H -2.7237 -0.3380 1.2922  0.1752
H 2.4211 2.7124 0.8818  0.1797
H -1.0431 0.8837 -0.8654  0.1854
H -1.6417 1.9392 0.3743  0.1715
H -2.3369 -0.8230 -1.8029  0.1585
H 3.8466 -2.0520 -0.8213  0.2185
H 1.4419 3.7428 -0.2231  0.2009
H 3.4818 0.3418 -1.4419  0.2327

Computed, not measured: a molecular structure, C45H51BF6LaN12O2PS2Si at a distorted geometry, with the ωB97M-V functional and the def2-TZVPD basis.

relative energy (zero: lowest compared OMol25 entry of this formula, charge and spin): 2.8988 eV
<S²>: 0.76
LUMO (alpha / beta): 2.0658 / 1.1303 eV
electronic energy: -126159.267 eV
frontier orbital gap (alpha / beta): 6.738 / 6.302 eV
spin multiplicity: 2
charge: -1

Last column: Mulliken spin population.
Positions of all 122 atoms, in Å:
La -0.6600 -0.5875 -0.6263  -0.0662
S -0.7707 1.7291 -2.4240  -0.0008
S 2.0521 0.8357 -1.1538  0.0754
P -4.8334 -1.7433 -0.8630  0.0002
Si 4.0743 -2.1100 -0.3596  0.0906
F -6.3822 -2.0813 -0.9711  0.0000
F -5.0666 -0.8262 0.4313  0.0000
F -4.4979 -2.6446 -2.1625  0.0000
F -4.5568 -3.0055 0.0748  0.0000
F -3.1709 -1.3781 -0.7678  -0.0032
F -4.9892 -0.4622 -1.8151  0.0000
O -0.5436 1.5579 1.3304  0.0046
O -5.7223 3.0486 4.9069  0.0000
N -0.3345 7.5676 -0.4847  0.0001
N -1.7721 -1.5801 -3.1843  -0.0003
N -4.5757 2.2162 3.1245  0.0003
N -0.6739 -2.8355 2.3175  -0.0044
N 1.3858 -0.6761 1.5505  -0.0236
N -4.6669 4.5159 3.5091  0.0002
N -1.4041 -1.9932 1.5482  -0.0099
N 0.9303 -1.4900 -3.0091  0.0332
N -2.9607 1.3567 -0.0467  0.0016
N 3.2477 6.4370 1.1898  -0.0002
N 1.5670 -1.7471 2.3524  0.0744
N -0.4286 -3.3214 -1.3578  0.0012
C 0.5568 5.1311 -0.6924  0.0018
C -2.2993 4.1191 2.8278  -0.0029
C 4.8256 -5.7297 2.4838  0.0553
C -1.6394 -3.7970 -2.0362  -0.0027
C -1.3905 -3.2351 3.3788  0.0003
C 4.2614 -5.9536 1.2320  -0.0263
C 4.9614 -3.3752 1.9847  0.0433
C 5.1988 -2.3402 -4.8721  0.0796
C 1.1979 -2.9184 -3.2016  -0.0132
C 2.1255 0.3016 2.0828  0.0040
C -4.2979 2.2688 1.7243  -0.0019
C -4.9666 3.0826 0.8269  -0.0008
C 5.1395 -3.5119 -4.1256  -0.0422
C 4.9180 -1.1236 -4.2598  -0.0373
C -5.0319 3.2402 3.9186  0.0000
C -2.0232 6.8300 2.3389  0.0014
C 1.4737 2.4713 -0.9950  0.0189
C 0.2189 2.8602 -1.5374  -0.0003
C 4.0440 -4.8903 0.3633  0.0672
C 0.8401 -3.7292 -1.9636  -0.0493
C -2.6437 -2.6488 3.3154  0.0006
C 2.7720 -0.1295 3.2521  -0.0067
C 5.1729 -4.4365 2.8586  -0.0260
C 0.4299 6.5788 1.7406  0.0028
C -4.6372 2.9854 -0.5124  -0.0003
C -3.3961 4.9552 3.0163  0.0006
C -0.2074 4.1841 -1.3702  -0.0007
C -3.3089 1.4415 1.2406  0.0019
C 4.3949 -3.5781 0.7179  0.1352
C 2.6042 5.6951 0.5888  -0.0030
C -3.2458 6.3159 2.7492  -0.0012
C 2.2268 3.4374 -0.3147  -0.0005
C 0.4129 -0.8109 -4.1971  0.0027
C -1.0822 4.6511 2.4039  0.0009
C 1.7892 4.7497 -0.1549  0.0017
C 4.8021 -3.4684 -2.7788  0.0200
C 2.3858 -1.4524 3.3770  -0.0034
C 4.5224 -2.2513 -2.1419  0.2285
C -3.6467 2.1057 -0.9116  0.0005
C 0.0669 6.4920 -0.5676  0.0007
C -1.1297 -0.9328 -4.3401  0.0001
C -0.9076 6.0091 2.1670  -0.0020
C -2.5987 -1.8841 2.1473  -0.0001
C 4.5869 -1.0768 -2.9108  0.0397
C -1.9320 -3.0371 -3.3223  0.0012
B 0.8363 -3.0873 2.0507  -0.0102
H 0.6609 0.2397 -4.0876  0.0005
H -1.9324 7.8969 2.1442  0.0001
H -5.1563 3.5825 -1.2532  0.0002
H 0.4815 6.7081 0.6575  -0.0010
H -2.6886 -1.1781 -3.0468  0.0000
H 1.6137 -3.5694 -1.2085  0.2027
H 0.6353 -3.2737 -4.0626  0.0039
H -5.1772 5.2089 4.0219  0.0000
H -5.7301 3.7677 1.1691  -0.0001
H 4.7703 -4.3968 -2.2144  0.0100
H -4.7590 1.3071 3.5062  0.0000
H 4.4262 -0.8249 0.2708  0.1093
H 5.3627 -4.4640 -4.5934  -0.0024
H 4.3548 -0.1187 -2.4449  0.0163
H 1.7792 -1.0196 -2.7357  -0.0023
H 3.5673 -5.0864 -0.5949  0.0157
H -2.9466 -3.2845 -3.6200  0.0000
H -2.7465 0.8405 1.9448  0.0006
H 5.6089 -4.2536 3.8364  -0.0010
H 0.8335 -4.7941 -2.2220  -0.0040
H -1.5675 -4.8657 -2.2688  -0.0009
H -0.9587 -3.9149 4.1011  -0.0002
H 4.9601 -0.2052 -4.8339  -0.0012
H -4.1006 6.9789 2.8747  0.0001
H -2.3725 3.0582 3.0287  0.0009
H 0.5938 7.5618 2.1901  0.0002
H 4.9861 -6.5582 3.1661  0.0047
H -1.2806 -3.3826 -4.1182  0.0005
H 1.2549 5.9256 2.0341  0.0000
H 2.2489 -3.0949 -3.4261  -0.0317
H 3.4348 0.4369 3.8922  -0.0001
H 2.6365 -2.2033 4.1165  0.0001
H 3.9780 -6.9591 0.9362  -0.0013
H -0.2362 3.9781 2.2737  0.0005
H -3.3789 2.0116 -1.9489  -0.0002
H -0.4321 2.4133 0.8861  0.0002
H -2.4747 -3.6607 -1.3518  0.0014
H -1.5346 0.0724 -4.4316  0.0003
H -3.4718 -2.7659 4.0006  0.0000
H -0.4399 -3.6945 -0.4149  0.0052
H 0.2389 1.4097 1.8666  -0.0001
H -1.3761 -1.4657 -5.2615  -0.0001
H 2.2186 1.2562 1.5767  0.0016
H 1.0158 -3.3781 0.8752  0.0173
H 0.9022 -1.1792 -5.1085  -0.0017
H 5.4669 -2.3748 -5.9232  0.0065
H -3.3940 -1.3030 1.6967  -0.0001
H 1.2330 -3.9394 2.8194  0.0010
H -1.1633 4.4787 -1.7887  0.0004
H 3.1894 3.1542 0.0941  -0.0012
H 5.2387 -2.3683 2.2897  -0.0020

Computed, not measured: 2 unconnected molecules or ions with the total composition C4H6N2O at a distorted geometry, with the ωB97M-V functional and the def2-TZVPD basis.

relative energy (zero: lowest compared OMol25 entry of this formula, charge and spin): 1.3979 eV
LUMO: -10.0407 eV
electronic energy: -9249.996 eV
frontier orbital gap: 11.123 eV
charge: +2

Last column: natural (NBO) charge in e.
Positions of all 13 atoms, in Å:
O -4.0103 0.4434 0.2315  -0.5256
N -1.3028 -0.1994 0.4369  -0.2365
N 1.1355 0.1687 0.4379  -0.3533
C 2.2960 0.0352 0.1879  0.8562
C -3.2263 -0.2547 -0.4271  0.3756
C -0.1542 -0.0457 0.4178  0.5299
C 3.5996 0.1311 -0.1256  -0.8416
H 4.3555 0.0107 0.7601  0.3972
H 3.6648 1.1991 -0.6460  0.3870
H -3.1960 -1.2752 -0.2252  0.2087
H -2.5564 0.3120 -1.2684  0.2622
H -4.4597 0.0909 1.0898  0.5720
H 3.8543 -0.6161 -0.8695  0.3683

Computed, not measured: a single C3H3O2P molecule at a distorted geometry, with the ωB97M-V functional and the def2-TZVPD basis.

relative energy (zero: lowest compared OMol25 entry of this formula, charge and spin): 4.1747 eV
LUMO (alpha / beta): -1.4170 / -1.1430 eV
electronic energy: -16538.461 eV
frontier orbital gap (alpha / beta): 8.393 / 7.780 eV
charge: 0

Last column: natural (NBO) charge in e.
Positions of all 9 atoms, in Å:
P 0.8877 -1.9141 -0.0962  0.6816
O 1.2775 1.8516 -0.0860  -0.4994
O 1.2973 -0.3097 0.2644  -0.7867
C -0.8119 0.7494 0.0423  -0.4669
C 0.6945 0.8759 0.0353  0.7932
C -1.5607 0.0386 -0.6988  -0.0162
H -1.2201 -0.5984 -1.4327  0.1614
H 0.7190 -2.1719 1.1755  -0.1157
H -1.2833 1.4785 0.7964  0.2487